[1]
Below is C4H9N3S in the gas phase in a non-equilibrium geometry, with properties calculated with the ωB97M-V functional and the def2-TZVPD basis.

2S+1: 1
SMILES: C/C=C/N(S)/C=N/N
energy above the lowest of the compared OMol25 structures with the same formula, charge and spin: 244.96 kJ/mol

```
17
Properties=species:S:1:pos:R:3:nbo_charge:R:1
C 0.64 -3.00 -0.08 -0.6297
C 0.33 -1.51 0.05 -0.2501
C 0.12 -0.75 -1.02 -0.0229
N -0.17 0.61 -0.98 -0.5629
S -1.34 1.31 -2.08 0.1929
C 0.15 1.36 0.17 0.2019
N -0.54 2.31 0.59 -0.3078
N -0.17 3.01 1.75 -0.6477
H 1.60 -3.23 0.44 0.2155
H 0.62 -3.25 -1.16 0.2112
H -0.13 -3.57 0.47 0.2139
H 0.22 -1.10 1.06 0.2018
H 0.06 -1.23 -2.00 0.2056
H -2.42 1.06 -1.31 0.1074
H 1.04 0.94 0.68 0.1612
H 0.78 3.22 1.64 0.3433
H -0.78 3.84 1.77 0.3665
```

---

[2]
Below is C9H22BOP in the gas phase in a non-equilibrium geometry, with properties calculated with the ωB97M-V functional and the def2-TZVPD basis.

2S+1: 1
SMILES: CCCCCCCCPB(C)O

```
34
Properties=species:S:1:pos:R:3:nbo_charge:R:1
C 3.23 -0.46 1.54 -0.6082
C 3.49 0.04 0.11 -0.4022
C 2.34 0.83 -0.52 -0.3891
C 1.24 0.01 -1.21 -0.3913
C 0.74 -1.23 -0.46 -0.4029
C -0.71 -1.59 -0.85 -0.4042
C -1.66 -1.61 0.35 -0.3880
C -3.13 -1.33 0.01 -0.6589
P -3.50 0.37 -0.60 0.2226
B -2.59 1.63 0.48 0.7161
C -1.73 2.80 -0.13 -1.0220
O -2.76 1.59 1.87 -0.9324
H 2.77 -1.45 1.50 0.2027
H 2.52 0.17 2.06 0.1968
H 4.14 -0.54 2.12 0.2098
H 4.34 0.71 0.17 0.2022
H 3.74 -0.80 -0.52 0.1985
H 1.88 1.52 0.19 0.1899
H 2.78 1.46 -1.30 0.2053
H 1.55 -0.24 -2.22 0.1989
H 0.38 0.66 -1.32 0.1959
H 1.38 -2.08 -0.67 0.2031
H 0.75 -1.05 0.60 0.1943
H -1.08 -0.91 -1.61 0.2004
H -0.73 -2.58 -1.31 0.2015
H -1.56 -2.59 0.82 0.2047
H -1.34 -0.89 1.11 0.1798
H -3.71 -1.45 0.92 0.2382
H -3.46 -2.05 -0.72 0.2298
H -2.87 0.51 -1.85 -0.0095
H -0.70 2.47 -0.30 0.2432
H -1.68 3.66 0.53 0.2336
H -2.10 3.12 -1.10 0.2402
H -1.94 1.30 2.30 0.5012
```

---

[3]
Below is 4 unconnected molecules or ions with the total composition C15H34BO8S4, with properties calculated with the ωB97M-V functional and the def2-TZVPD basis.

total charge: +1
2S+1: 1

```
62
Properties=species:S:1:pos:R:3:nbo_charge:R:1
C 0.30 -1.58 1.81 -0.6597
C -0.29 -0.39 1.07 -0.0568
O 0.75 0.51 0.61 -0.6844
B 1.45 0.38 -0.50 0.9953
O 2.32 1.26 -1.03 -0.8785
S 1.41 -1.23 -1.52 0.3579
C 1.62 -0.71 -3.23 -0.7297
H 1.23 -1.29 2.29 0.2288
H -0.40 -1.89 2.58 0.2665
H 0.49 -2.44 1.16 0.2015
H -0.91 -0.68 0.22 0.1716
H -0.93 0.19 1.73 0.2199
H 2.42 2.04 -0.45 0.5315
H 0.11 -1.55 -1.46 0.1885
H 1.76 0.37 -3.26 0.2629
H 2.49 -1.24 -3.61 0.2606
H 0.71 -1.00 -3.77 0.2996
C -2.99 -0.41 5.95 -0.4072
C -3.40 0.98 5.44 -0.4051
C -3.47 0.90 3.91 -0.6680
S -3.89 -0.80 3.52 2.1674
O -2.79 -1.41 2.80 -0.9896
O -5.21 -0.88 2.95 -0.9271
C -3.88 -1.40 5.20 -0.6696
H -3.12 -0.50 7.03 0.2370
H -1.94 -0.60 5.72 0.2119
H -4.39 1.24 5.84 0.2191
H -2.71 1.75 5.76 0.2328
H -4.23 1.54 3.47 0.2608
H -2.50 1.11 3.45 0.2334
H -3.51 -2.43 5.20 0.2585
H -4.91 -1.38 5.56 0.2491
C 5.69 4.19 -0.66 -0.4056
C 4.95 4.58 -1.95 -0.4057
C 3.55 5.06 -1.55 -0.6698
S 3.71 5.72 0.12 2.1689
O 2.94 4.87 1.00 -0.9652
O 3.51 7.14 0.11 -0.9212
C 5.45 5.33 0.32 -0.6717
H 6.75 4.04 -0.83 0.2349
H 5.28 3.26 -0.25 0.2034
H 5.49 5.39 -2.45 0.2200
H 4.89 3.75 -2.65 0.2235
H 3.16 5.85 -2.19 0.2607
H 2.83 4.25 -1.49 0.2216
H 5.62 5.08 1.37 0.2597
H 6.00 6.23 0.06 0.2479
C -2.65 -5.26 -4.09 -0.4088
C -2.89 -4.75 -2.67 -0.4031
C -1.69 -3.87 -2.29 -0.6763
S -1.08 -3.20 -3.85 2.1528
O 0.26 -3.67 -4.07 -0.9512
O -1.30 -1.76 -3.87 -0.9696
C -2.23 -4.05 -4.92 -0.6675
H -3.55 -5.72 -4.51 0.2432
H -1.86 -6.01 -4.10 0.2234
H -3.81 -4.16 -2.63 0.2204
H -3.01 -5.57 -1.96 0.2393
H -1.96 -3.05 -1.64 0.2438
H -0.87 -4.45 -1.87 0.2505
H -1.72 -4.28 -5.85 0.2693
H -3.06 -3.37 -5.10 0.2534
```

---

[4]
Below is a molecular structure, C39H29LiN5O5PS2, with properties calculated with the ωB97M-V functional and the def2-TZVPD basis.

total charge: -2
2S+1: 1
energy above the lowest of the compared OMol25 structures with the same formula, charge and spin: 0.00 kJ/mol

```
82
Properties=species:S:1:pos:R:3:mulliken_charge:R:1
Li -0.37 -0.38 0.03 1.0341
C 5.47 4.16 0.95 -0.4992
C 5.13 3.71 -0.32 -0.9270
C 4.17 2.73 -0.48 0.4683
C 3.51 2.18 0.63 0.4788
C 3.85 2.65 1.89 -0.6325
C 4.83 3.62 2.06 -0.6902
P 2.22 0.86 0.52 0.0349
C 1.30 1.43 -1.05 1.7371
C 1.13 2.96 -1.07 0.0391
C 1.36 3.61 -2.38 -1.2803
C 1.78 2.94 -3.46 -0.5555
C 2.02 1.50 -3.40 -0.7385
C 1.81 0.79 -2.30 -1.1183
C 3.30 -0.56 0.06 0.6595
C 4.67 -0.48 -0.04 -0.6734
C 5.44 -1.65 -0.25 -0.8839
C 4.83 -2.86 -0.35 -0.8846
C 3.42 -2.98 -0.25 0.8392
C 2.76 -4.22 -0.36 -0.9179
C 1.40 -4.27 -0.29 -0.9173
C 0.64 -3.09 -0.10 0.3684
C 1.20 -1.83 0.03 -0.4983
C 2.63 -1.81 -0.05 -0.2510
H 6.22 4.93 1.07 0.3384
H 5.62 4.13 -1.19 0.4131
H 3.91 2.39 -1.47 0.4581
H 3.34 2.24 2.76 0.3780
H 5.08 3.98 3.05 0.3512
H 1.64 3.52 -0.29 0.6609
H 1.16 4.68 -2.44 0.4510
H 1.92 3.46 -4.40 0.3394
H 2.35 1.00 -4.31 0.3537
H 1.96 -0.28 -2.28 0.4110
H 5.18 0.47 0.05 0.3305
H 6.52 -1.57 -0.33 0.3864
H 5.41 -3.76 -0.51 0.3057
H 3.36 -5.12 -0.52 0.2787
H 0.89 -5.23 -0.39 0.3499
H -0.43 -3.21 -0.10 0.2307
O -1.79 6.25 0.63 -0.5231
C -0.65 5.52 0.79 0.5754
O 0.41 5.99 0.51 -0.5670
C -0.88 4.18 1.39 -0.3446
C -1.34 3.89 2.65 -0.6960
N -1.41 2.54 2.72 -0.1831
N -1.01 1.94 1.58 0.0237
C -0.69 2.92 0.76 -0.1375
C -0.39 2.79 -0.72 1.4149
O -1.29 3.34 -1.42 -0.9351
O -0.13 1.20 -0.93 -0.8487
H -2.53 5.62 0.67 0.3923
H -1.60 4.52 3.48 0.5088
H -1.63 1.97 3.51 0.1268
N -10.65 -1.18 1.90 -0.5601
C -9.50 -1.23 1.87 0.1013
C -8.06 -1.31 1.85 0.4838
C -7.32 -0.38 1.12 -1.0521
C -5.94 -0.44 1.12 -0.2716
C -5.29 -1.44 1.85 1.3829
C -6.03 -2.38 2.57 -0.4910
C -7.41 -2.31 2.57 -0.9611
N -3.89 -1.50 1.87 0.3900
C -3.08 -2.21 2.75 -0.3093
C -1.80 -1.98 2.35 -1.3440
N -1.80 -1.15 1.26 0.3665
C -3.04 -0.88 0.99 -0.7910
H -7.82 0.39 0.55 0.4142
H -5.37 0.29 0.57 0.4264
H -5.54 -3.17 3.10 0.3088
H -7.99 -3.04 3.13 0.4098
H -3.48 -2.79 3.56 0.3884
H -0.88 -2.37 2.75 0.5679
H -3.37 -0.30 0.15 0.3734
C -2.67 -5.06 -1.26 -0.7951
O -2.44 -3.69 -1.51 -0.2052
C -3.20 -2.96 -2.39 0.2276
S -4.46 -3.71 -3.24 -0.5498
S -2.72 -1.35 -2.46 -0.3841
H -2.81 -5.18 -0.18 0.1993
H -1.77 -5.61 -1.57 0.1895
H -3.53 -5.43 -1.81 0.4500
```

---

[5]
Below is 9 unconnected molecules or ions with the total composition C18H16Cl32N2O5P in a non-equilibrium geometry, with properties calculated with the ωB97M-V functional and the def2-TZVPD basis.

total charge: +1
2S+1: 1

```
74
Properties=species:S:1:pos:R:3:mulliken_charge:R:1
C 1.69 -3.46 2.36 -0.9770
C 2.44 -2.12 2.14 0.3486
O 1.85 -1.18 3.04 -0.3884
C 2.23 0.15 2.80 0.1742
C 1.43 0.64 1.55 -0.0063
C 0.10 0.27 1.55 -0.3830
N -0.70 0.58 0.52 0.2546
P -2.40 -0.02 0.65 0.0576
O -2.34 -1.65 0.40 -0.3203
O -3.14 0.62 -0.66 -0.3159
C -0.23 1.28 -0.52 -0.5969
C 1.07 1.71 -0.60 -1.6306
C 1.95 1.38 0.44 1.4114
C 3.42 1.78 0.43 -0.0108
O 3.87 2.43 1.32 -0.4346
O 4.26 1.38 -0.60 -0.4197
C 4.57 0.00 -0.52 0.5060
N 3.89 -0.69 -1.64 -0.6785
H 1.46 -3.58 3.42 0.2669
H 2.30 -4.29 1.96 0.3531
H 0.77 -3.37 1.76 0.1422
H 2.29 -1.86 1.07 0.1898
H 3.52 -2.22 2.31 -0.0412
H 3.30 0.32 2.68 -0.4006
H 1.90 0.80 3.62 0.3972
H -0.31 -0.31 2.38 0.5948
H -1.57 -1.89 -0.15 0.3026
H -3.96 0.10 -0.79 0.3096
H -0.92 1.51 -1.34 0.8749
H 1.43 2.29 -1.44 0.9628
H 4.26 -0.44 0.43 -0.4505
H 5.65 -0.18 -0.65 0.3961
H 4.02 -0.07 -2.44 0.2517
H 4.44 -1.52 -1.85 0.2804
C -4.23 4.26 -0.89 0.3752
Cl -2.71 3.51 -0.35 -0.0238
Cl -3.93 5.20 -2.36 -0.0795
Cl -5.42 2.98 -1.24 -0.1586
Cl -4.81 5.33 0.39 -0.0763
C 1.31 -7.32 3.29 0.2817
Cl 0.88 -8.99 3.68 -0.0936
Cl 0.82 -6.27 4.63 -0.0991
Cl 3.05 -7.20 3.05 -0.0952
Cl 0.46 -6.83 1.81 -0.0362
C 0.30 6.69 -0.75 0.2105
Cl 0.26 4.91 -0.79 0.0404
Cl 1.97 7.23 -0.55 -0.0661
Cl -0.38 7.32 -2.26 -0.0788
Cl -0.67 7.26 0.61 -0.0857
C 6.42 0.16 3.87 0.3453
Cl 5.54 -0.76 2.63 -0.1078
Cl 5.26 0.81 5.04 -0.1035
Cl 7.56 -0.91 4.69 -0.0950
Cl 7.29 1.49 3.10 -0.0846
C -2.56 -5.98 -1.42 0.3124
Cl -2.41 -5.35 -3.06 -0.0892
Cl -2.96 -7.69 -1.47 -0.0567
Cl -1.02 -5.75 -0.56 -0.0687
Cl -3.83 -5.10 -0.56 -0.0806
C 3.85 7.84 -4.68 0.3057
Cl 5.19 7.33 -3.65 -0.1045
Cl 3.84 9.60 -4.82 -0.0906
Cl 4.04 7.12 -6.29 -0.0982
Cl 2.32 7.29 -3.97 -0.0088
C -9.07 5.67 -0.73 0.3034
Cl -8.53 7.16 0.07 -0.1052
Cl -10.35 4.92 0.22 -0.0957
Cl -9.68 6.06 -2.34 -0.0939
Cl -7.70 4.55 -0.87 -0.0193
C -6.53 -8.99 -3.42 0.3272
Cl -5.74 -7.55 -2.77 -0.0369
Cl -7.70 -9.59 -2.24 -0.0895
Cl -7.36 -8.59 -4.92 -0.0952
Cl -5.32 -10.24 -3.73 -0.1049
```

---

[6]
Below is C5H10N2O in the gas phase in a non-equilibrium geometry, with properties calculated with the ωB97M-V functional and the def2-TZVPD basis.

2S+1: 1
SMILES: C/C(O)=C/C(N)=C/N
energy above the lowest of the compared OMol25 structures with the same formula, charge and spin: 160.67 kJ/mol

```
18
Properties=species:S:1:pos:R:3:nbo_charge:R:1
C -2.38 1.52 0.13 -0.6560
C -1.54 0.28 0.27 0.3406
O -1.59 -0.30 1.52 -0.6901
C -0.66 -0.04 -0.69 -0.3557
C 0.66 -0.64 -0.49 0.0442
N 1.26 -1.22 -1.60 -0.8219
C 1.35 -0.36 0.61 -0.0752
N 2.72 -0.49 0.78 -0.8236
H -3.45 1.29 0.09 0.2175
H -2.18 2.17 0.99 0.2255
H -2.10 2.09 -0.76 0.2214
H -1.16 -1.17 1.46 0.4870
H -0.75 0.43 -1.66 0.2114
H 2.08 -1.76 -1.31 0.3688
H 0.62 -1.80 -2.13 0.3779
H 0.90 0.15 1.47 0.1918
H 3.18 -0.35 -0.12 0.3602
H 3.07 0.20 1.44 0.3764
```

---

| no. | orbital gap (eV) | total energy (eV) |
| --- | --- | --- |
| 1 | 8.86 | -19597.09740 |
| 2 | 8.97 | -21703.14445 |
| 3 | 9.91 | -76499.25547 |
| 4 | 5.37 | -89766.18904 |
| 5 | 7.96 | -442140.14437 |
| 6 | 7.77 | -10373.63998 |